Record 1
The following is a quantum chemistry calculation of a structure of composition C30H29Br2N4OPRuS at a distorted geometry, from the OMol25 dataset.

XYZ file:
```
69
Properties=species:S:1:pos:R:3:mulliken_charge:R:1
H -4.2225 -0.3015 2.7852 0.45
H -3.1276 4.1897 0.7437 0.28
H -0.4152 2.3188 4.9426 0.34
Ru 0.7691 1.0396 0.2749 -0.40
H -2.2373 4.0890 -2.0720 0.33
H -3.4973 -1.7754 2.0420 0.38
H 4.6562 -0.9351 3.2172 0.48
H -1.8014 0.3517 -2.6454 0.44
C -2.5685 -3.4221 -2.3673 -0.72
O 2.9579 1.9946 -0.4203 -0.57
C 3.4659 0.5726 -3.2633 -0.95
H 0.6206 3.6309 4.3679 0.35
C 3.0722 -0.1181 2.0430 -0.32
C 0.1970 -2.4138 1.0967 -0.20
C 0.3619 2.0472 2.9760 0.33
C -3.1249 -1.2438 -3.2259 -0.69
H 3.8228 -3.6877 0.8144 0.44
N -2.5200 3.9659 -0.0326 -0.17
H 2.4287 -4.3281 2.7360 0.42
H 2.2717 -1.5604 -5.6111 0.47
H 0.5488 -1.9343 -3.8823 0.52
C 0.9843 -2.0440 0.0020 0.19
H 4.2644 1.2777 -3.0950 0.57
H -4.9509 3.1759 -0.9909 0.32
C 2.8071 -3.3293 0.8840 -0.57
C 3.3816 -0.1428 -4.4243 -0.59
C 1.4612 1.1680 3.1316 0.70
H 0.1141 -3.5356 2.9224 0.45
H -0.8251 -2.0558 1.1440 0.41
C 2.0935 0.9234 4.3689 -0.81
Br -3.0194 0.2420 0.6589 0.13
C 2.4654 0.4056 -2.2564 -0.12
C -1.4629 3.1993 0.2527 0.29
H 3.4610 -0.4955 1.1022 0.62
N -0.1591 2.1310 1.7499 1.43
H -3.6992 2.1045 -1.6149 -0.20
H 2.8903 -2.2229 -0.9580 0.44
H 3.7348 -0.0224 5.3491 0.46
C -1.1856 -1.5385 -1.8446 0.29
C -4.1209 3.1043 -1.6879 -0.47
C 3.7389 -0.3717 3.2223 -1.05
C 2.3977 1.1954 -1.1365 0.61
C 1.4234 -0.5587 -2.5007 0.05
P 0.2999 -0.7875 -1.1310 2.45
N 1.9568 0.6067 1.9837 0.57
Br -1.8355 -0.5867 3.5098 -0.07
H -0.8115 -3.5379 -1.1419 0.42
H -3.4930 5.1518 -1.4109 0.35
H 4.1390 -0.0151 -5.1823 0.42
S -0.4358 2.5878 -1.0446 -0.51
C 0.7126 -3.2445 2.0711 -0.70
C -0.1456 2.9156 4.0742 -1.65
N -1.1519 2.9501 1.4914 -1.26
C -2.0254 -0.7069 -2.5841 0.05
C 2.0233 -3.6895 1.9679 -0.66
C 3.2264 0.1559 4.4148 -0.62
C 2.2924 -2.5059 -0.1027 -0.72
C -1.4623 -2.8970 -1.7220 -0.55
H -3.7736 -0.6072 -3.8073 0.45
C -3.0605 4.1509 -1.3590 -0.63
C 1.3591 -1.2426 -3.7054 -0.71
H -1.0153 3.4620 3.7218 0.38
H -4.2412 -3.0230 -3.6356 0.41
C -3.3460 -0.7285 2.3009 -0.78
C 2.3252 -1.0360 -4.6700 -0.64
H 1.6828 1.3602 5.2621 0.44
H -2.7806 -4.4777 -2.2848 0.45
H -4.5021 3.2581 -2.6929 0.39
C -3.3914 -2.6014 -3.1223 -0.60
```

Summary:
Expectation value of S²: 0.7670
Highest occupied orbital energy (spin up / spin down): -10.11 / -10.04 eV
Spin multiplicity: 2
Charge: +1
HOMO-LUMO gap (spin up / spin down): 6.4228 / 6.3698 eV
Energy above the lowest of the compared OMol25 structures with the same formula, charge and spin: 33.4 kcal/mol
LUMO energy (spin up / spin down): -0.135 / -0.135 hartree

***

Record 2
The following is a quantum chemistry calculation of a cluster of 2 separate species, C4H13NOS2 in total at a distorted geometry, from the OMol25 dataset.

XYZ file:
```
21
Properties=species:S:1:pos:R:3:mulliken_charge:R:1
H 2.4029 1.5107 -0.1416 0.34
H 1.2718 1.4869 3.7174 0.14
H -0.9341 -2.3275 -1.7710 0.30
H -2.4922 0.3979 -1.6140 0.35
C 0.1730 -2.0058 -1.8818 -0.79
H 0.6889 -2.1025 -2.7837 0.34
C 0.0098 -0.1193 1.0483 -0.70
S 0.0503 0.8601 3.8341 -0.25
H -0.1363 0.0883 -2.1507 0.31
O 3.0953 1.6200 0.4845 -0.66
H 0.7711 -2.7338 -1.2283 0.22
C -0.8219 -0.3726 -0.3372 0.42
H -2.5961 0.8241 0.1268 0.48
H 1.0237 0.2527 0.8488 0.28
S -0.7767 1.2324 1.9557 -0.06
C -1.9685 0.6011 -0.6820 -1.78
N 0.1884 -0.5498 -1.4163 -0.40
H 0.0400 -0.9913 1.6998 0.38
H -1.4094 1.5167 -0.8797 0.51
H -1.2225 -1.3889 -0.0074 0.23
H 2.6425 2.2008 1.1781 0.33
```

Summary:
Highest occupied orbital energy: -9.04 eV
Spin multiplicity: 1
HOMO-LUMO gap: 9.5985 eV
Structure (SMILES): CN[C@H](C)CSS.O
Energy above the lowest of the compared OMol25 structures with the same formula, charge and spin: 42.5 kcal/mol
LUMO energy: 0.020 hartree

***

Record 3
The following is a quantum chemistry calculation of a cluster of 3 separate species, C32H73ClO12P4 in total at a distorted geometry, from the OMol25 dataset.

XYZ file:
```
122
Properties=species:S:1:pos:R:3:mulliken_charge:R:1
O -6.0416 -2.1468 -3.1675 -0.50
H -6.1052 2.1208 0.0963 0.32
H -4.5088 -0.0531 1.3308 -0.61
H -4.6513 1.5032 -0.7792 0.54
C 10.5496 4.0596 -6.0961 -0.70
H 6.8362 2.7079 -2.7195 0.10
H -0.0197 0.8584 1.3921 0.16
C 0.5990 -4.2779 -1.1532 -0.74
H 2.3692 0.5518 1.2188 0.25
H -5.7896 -2.9093 -2.6327 0.44
H -4.2930 -2.0494 4.1544 0.48
C -4.3477 -2.5592 3.1935 -0.32
H -3.8553 -4.5753 2.5032 0.29
C 2.6491 -1.7708 2.4949 -0.97
C 1.8949 -2.8084 1.6482 -0.43
H -2.6715 1.1516 1.7177 0.05
H -2.9108 -4.0485 3.8837 0.43
H 3.0972 -2.2608 3.3600 0.37
H 1.0798 -1.7924 -0.1021 0.10
H -0.9318 -2.6525 0.2960 0.09
O -8.8307 -0.6150 3.0541 -0.46
H 1.8443 -0.4900 4.0322 0.42
H 3.4703 -1.3253 1.9300 0.35
P 6.7399 2.0804 0.3512 1.16
H 7.7188 7.4215 -6.1382 0.23
O 8.4261 5.8994 -4.9684 -0.26
C -5.7802 -2.5214 2.6412 -1.03
H -8.3164 -2.7616 2.0277 0.47
P -7.6111 -1.8169 -3.0771 0.83
H -0.0091 -3.6154 -1.7717 0.37
C -4.2722 2.4159 1.1387 -1.05
H 7.5843 5.8144 -6.8815 0.33
H -0.4229 4.2388 0.3786 0.37
H -5.7375 -0.3928 -1.2643 0.76
O 9.1536 3.8076 -5.9403 -0.37
H 2.2704 -3.8174 1.8236 0.54
H -3.6811 -2.1294 2.4413 0.03
C -6.4841 -4.5745 1.2835 -1.80
H -4.6020 2.2476 2.1674 0.26
C -5.4175 0.2025 0.7820 0.53
P 8.4377 4.3345 -4.5983 1.07
H 10.6989 4.9063 -6.7682 0.25
H 5.5160 2.5811 -3.8987 0.32
H 11.0265 4.2698 -5.1391 0.34
C 6.3486 3.0101 2.7487 -0.73
H 0.8529 -2.8053 1.9760 0.00
C -2.7937 2.0159 1.0597 -0.24
H 2.3731 -3.2885 -1.7442 0.33
C -1.8289 3.1253 1.5498 -0.82
O 6.7513 1.8974 1.9495 -0.31
H 0.7912 -5.1880 -1.7261 0.34
O 9.2471 4.1907 -3.3802 -0.66
H -2.3594 4.0739 1.4634 0.56
H -4.6938 -1.4505 -0.3899 0.50
O 7.3149 3.2170 -4.6729 -0.31
O -8.0627 -0.9010 -4.1200 -0.70
C -5.6236 -0.8865 -0.3033 -1.07
H 2.6188 1.3548 2.7592 0.23
C -8.7148 -0.7192 1.8762 0.33
H -2.1650 -3.7687 -0.3245 0.53
H -6.2242 -5.0665 2.2173 0.41
C 0.7214 2.8599 1.5126 -0.82
H 1.5494 2.8623 0.7981 0.25
H 2.6553 -4.4137 -0.4369 0.39
H 5.7533 2.6184 3.5708 0.24
C 5.7702 0.1779 -1.1774 -0.68
C -0.2593 -4.7035 0.0653 -0.61
H -0.7777 -5.6210 -0.2185 0.48
O 7.7914 3.3521 0.3471 -0.32
H 0.6772 -0.9187 2.7953 0.42
H -4.8771 -3.2729 0.8510 0.16
H 7.2276 3.5142 3.1525 0.26
H -6.2017 0.2744 1.5319 0.37
H 6.0227 4.1693 -3.3040 0.35
O 6.1095 0.5890 0.1566 -0.33
O -8.3538 -3.2427 -3.2811 -0.55
H -0.5727 2.5617 -0.1722 0.48
C 1.9099 -2.4576 0.1452 0.23
C 1.9388 0.6959 2.2116 -0.33
H -9.2823 -2.3242 0.6592 0.78
C -5.1525 1.5951 0.1841 -1.07
H -9.1252 -1.5564 -1.3515 0.56
H -6.0077 -5.1621 0.4948 0.38
H -1.7496 -3.8229 1.3811 0.00
H 5.6624 -0.9044 -1.1632 0.29
H 9.4087 2.5647 1.4242 0.36
P -6.9610 -2.1319 -0.0004 1.30
H 4.8260 0.6382 -1.4637 0.24
H 5.7570 3.7192 2.1707 0.36
C -5.8953 -3.1422 1.2292 -0.07
H -8.1681 -3.8512 -2.5547 0.38
H -4.5884 -4.5255 4.1027 0.41
C -1.3417 -3.6572 0.3826 -0.79
H -6.9420 -3.3089 -0.8301 -0.45
H -7.5572 -4.6010 1.0833 0.44
H 0.0912 1.4450 3.0420 0.36
C -8.0600 -1.3206 -1.4049 -0.97
H 9.6224 2.6199 -0.3498 0.28
H -2.5039 1.7188 0.0507 0.30
H -6.2138 -1.5264 2.7317 0.33
C 0.6087 1.4371 2.0794 -0.37
H 6.4667 6.2999 -5.5793 0.26
H -4.3998 3.4749 0.9091 0.57
C 6.3680 3.1746 -3.5794 -0.57
O 5.5900 2.8721 -0.1853 -0.69
H 0.3664 -4.9210 0.9282 0.33
Cl -8.9199 0.7366 0.8898 -0.15
H 0.9090 3.5999 2.2903 0.37
C 7.4884 6.3768 -5.9509 -0.66
H 9.6750 4.1138 0.5944 0.25
C -3.9024 -4.0044 3.4322 -1.57
H -1.6101 2.9484 2.6022 0.41
H -7.9874 -0.2351 -1.4270 0.35
H 10.9969 3.1722 -6.5385 0.23
C -8.3912 -2.0379 1.2233 -1.08
C 1.9547 -3.6621 -0.8039 -1.19
C 9.2073 3.1366 0.5145 -0.73
H 6.5420 0.4436 -1.8978 0.38
H -6.3669 -3.1546 3.3166 0.73
H 2.8224 -1.8823 -0.0322 0.18
C -0.5408 3.2038 0.7075 -1.04
C 1.7171 -0.6249 2.9575 -0.86
```

Summary:
Highest occupied orbital energy: -8.76 eV
Spin multiplicity: 1
HOMO-LUMO gap: 7.8115 eV
Structure (SMILES): CCCCCCCCCCCCCCCCCC[PH](CC(=O)Cl)(CP(=O)(O)O)[C@H](C)CCC.COP(=O)(OC)OC.COP(=O)(OC)OC
Energy above the lowest of the compared OMol25 structures with the same formula, charge and spin: 0.0 kcal/mol
LUMO energy: -0.035 hartree